[1]
8
Properties=species:S:1:pos:R:3:mulliken_charge:R:1 method="wB97M-V/def2-TZVPD" e_above_lowest_kj_mol=116.5 smiles="O=C([O-])NOO" charge=-1
O -0.704 -2.018 0.382 -0.74
C -0.670 -0.783 0.074 0.62
O -1.042 -0.119 -0.894 -0.76
N 0.188 -0.079 0.945 -0.10
O 0.602 1.257 0.499 -0.23
O 0.755 1.431 -0.921 -0.44
H 0.959 -0.647 1.270 0.21
H -0.090 0.957 -1.355 0.46

---

[2]
74
Properties=species:S:1:pos:R:3:mulliken_charge:R:1 method="wB97M-V/def2-TZVPD" charge=+2
C 7.927 -0.288 1.421 -0.85
C 7.603 1.305 1.193 0.06
O 6.919 1.505 -0.105 -0.31
C 6.161 2.777 -0.124 0.19
O 6.881 3.887 -0.445 -0.54
C 4.517 2.879 0.170 -0.05
C 4.359 2.996 1.799 -0.11
C 3.159 3.990 2.309 -1.01
C 1.685 3.697 1.652 0.32
C 0.925 2.414 1.826 0.59
C 1.515 1.139 2.671 -0.75
C 1.985 -0.100 1.669 0.41
C 3.509 -0.679 1.894 -0.39
C 4.126 -1.901 0.982 -0.57
C 3.140 -2.548 -0.201 0.48
C 3.674 -3.746 -1.204 -0.99
C 1.575 -2.040 -0.453 -0.53
C 1.045 -0.796 0.520 -0.07
C -0.589 2.218 1.163 0.39
O -1.485 1.318 1.635 -0.51
C -1.124 3.157 -0.103 -0.41
C -0.356 4.453 -0.290 -0.45
C 0.911 4.853 0.726 0.24
O 1.243 6.158 0.787 -0.51
H 7.715 -0.929 0.438 0.21
H 9.062 -0.508 1.713 0.32
H 7.287 -0.766 2.294 0.17
H 8.650 1.872 1.256 0.26
H 6.969 1.661 2.121 0.09
H 4.087 1.829 -0.185 0.20
H 4.041 3.777 -0.428 0.33
H 5.377 3.476 2.195 0.54
H 4.257 1.969 2.360 -0.31
H 3.066 3.875 3.491 0.35
H 3.410 5.142 2.131 0.33
H 0.597 0.704 3.298 0.34
H 2.336 1.417 3.473 0.40
H 4.174 -0.185 2.729 0.23
H 5.236 -2.305 1.151 0.23
H 3.527 -3.368 -2.325 0.27
H 4.821 -3.966 -1.079 0.30
H 3.066 -4.738 -1.036 0.27
H 0.919 -2.528 -1.304 0.25
H -0.057 -0.433 0.329 0.03
H -2.038 2.833 -0.756 0.22
H -0.728 5.171 -1.161 0.31
C -4.236 0.077 3.011 -0.80
N -4.589 -0.523 1.709 0.06
C -5.490 -1.531 1.670 -0.36
C -5.877 -2.091 0.450 -0.57
C -5.341 -1.611 -0.750 0.77
C -4.394 -0.583 -0.664 -0.74
C -4.031 -0.054 0.574 -0.05
C -5.764 -2.135 -2.061 0.61
C -6.314 -1.282 -3.026 -0.70
C -6.667 -1.767 -4.284 -0.10
N -6.481 -3.068 -4.594 -0.01
C -5.976 -3.928 -3.680 -0.34
C -5.614 -3.482 -2.407 -0.60
C -6.811 -3.563 -5.944 -0.86
H -3.863 -0.719 3.660 0.39
H -5.143 0.530 3.422 0.38
H -3.466 0.840 2.874 0.19
H -5.903 -1.872 2.616 0.47
H -6.619 -2.889 0.452 0.52
H -3.925 -0.182 -1.561 0.49
H -3.302 0.748 0.658 0.36
H -6.476 -0.227 -2.810 0.50
H -7.090 -1.118 -5.047 0.39
H -5.855 -4.965 -3.983 0.48
H -5.192 -4.197 -1.702 0.50
H -7.530 -4.380 -5.839 0.37
H -5.882 -3.910 -6.404 0.37
H -7.245 -2.758 -6.542 0.28

---

[3]
67
Properties=species:S:1:pos:R:3:mulliken_charge:R:1 method="wB97M-V/def2-TZVPD" charge=+1
C 5.042 -1.984 0.667 -0.92
C 3.573 -1.761 0.030 -0.54
C 2.717 -3.117 -0.151 0.71
C 3.252 -4.352 0.736 -1.31
C 1.218 -2.813 0.354 0.11
C 0.188 -3.712 1.083 -0.54
N -0.998 -2.860 1.306 -0.05
C -0.734 -1.568 0.746 -0.11
P -1.749 0.018 0.622 0.52
O -1.064 0.993 -0.390 -0.66
N 0.581 -1.520 0.177 -0.06
H 4.886 -2.299 1.764 0.23
H 5.686 -2.714 0.071 0.30
H 5.528 -0.933 0.702 0.24
H 3.052 -0.976 0.702 0.31
H 3.644 -1.271 -1.015 0.28
H 2.622 -3.425 -1.263 0.28
H 4.298 -4.710 0.451 0.32
H 3.215 -4.012 1.842 0.35
H 2.509 -5.222 0.588 0.37
H 0.343 -4.803 1.385 0.33
H -1.886 -3.117 1.755 0.26
H -1.757 0.695 1.882 0.14
H -3.042 -0.301 0.098 0.08
H 0.904 -0.632 -0.234 0.37
C -6.049 -1.278 -4.483 -0.83
C -5.338 -1.773 -3.468 0.27
C -4.302 -0.956 -2.774 1.06
O -3.682 -1.436 -1.833 -0.66
C -4.063 0.406 -3.256 -0.82
C -4.771 0.902 -4.274 0.37
C -5.826 0.095 -4.951 0.81
O -6.465 0.584 -5.864 -0.59
O -4.558 2.163 -4.734 -0.56
O -5.532 -3.047 -3.024 -0.57
H -6.805 -1.859 -4.994 0.43
H -3.296 0.982 -2.754 0.42
H -5.192 2.284 -5.468 0.35
H -4.903 -3.164 -2.287 0.32
C 9.863 1.901 0.533 -0.86
C 8.967 0.944 0.784 0.39
C 7.742 1.219 1.590 0.94
O 6.934 0.323 1.784 -0.60
C 7.561 2.571 2.126 -0.95
C 8.459 3.527 1.877 0.37
C 9.669 3.260 1.049 0.88
O 10.458 4.161 0.827 -0.59
O 8.304 4.785 2.371 -0.55
O 9.134 -0.324 0.313 -0.57
H 10.754 1.715 -0.052 0.42
H 6.677 2.752 2.723 0.43
H 9.080 5.287 2.052 0.35
H 8.356 -0.823 0.628 0.31
C -6.379 2.517 2.928 -0.96
C -7.656 2.451 2.540 0.32
C -8.023 2.143 1.128 0.91
O -9.196 2.072 0.812 -0.58
C -6.935 1.940 0.163 -0.86
C -5.662 2.010 0.553 0.30
C -5.296 2.290 1.969 1.00
O -4.117 2.326 2.291 -0.60
O -4.638 1.826 -0.331 -0.49
O -8.672 2.662 3.418 -0.55
H -6.099 2.737 3.950 0.44
H -7.214 1.735 -0.862 0.52
H -3.821 1.927 0.197 0.20
H -9.493 2.558 2.897 0.36

---

no.,HOMO (eV),orbital gap (eV)
1,-4.65,9.126
2,-11.77,4.222
3,-11.39,7.442